1.
9
Properties=species:S:1:pos:R:3:forces:R:3 method="wB97M-V/def2-TZVPD" smiles="N=C(N)N" relative_energy_ev=0.841 charge=0 lumo_ev=0.8
N -0.395961 1.451197 -0.365397 0.6665 -0.0337 1.4700
C -0.045265 0.291332 0.061430 -0.2507 0.2724 -0.5966
N -0.744062 -0.335579 1.061620 -0.7787 -1.1543 -0.0595
N 1.043646 -0.476676 -0.437934 -0.2379 0.5762 0.0104
H 0.472594 1.941795 -0.572253 -0.2720 0.0834 -1.1696
H -0.597106 -1.325775 1.201384 0.3982 0.0377 -0.1716
H -1.740816 -0.176275 1.079134 0.1031 0.7229 0.0768
H 0.640347 -1.352882 -0.739601 0.2775 -0.3954 0.1108
H 1.366623 -0.017137 -1.288383 0.0940 -0.1092 0.3295



2.
12
Properties=species:S:1:pos:R:3:forces:R:3 method="wB97M-V/def2-TZVPD" smiles=C#CC#CCC relative_energy_ev=3.962 charge=0 lumo_ev=0.9
C -0.770324 3.594153 -0.484492 0.1413 -0.3694 -0.1853
C -0.238064 2.557400 -0.794529 -0.2684 0.4715 0.0905
C 0.286558 1.283246 -0.868337 0.0241 -0.3710 0.3593
C 0.583871 0.181185 -0.472958 -0.2370 0.6980 -0.1602
C 0.744880 -0.956302 0.420787 0.0977 0.0069 -0.0181
C -0.230643 -2.114665 0.170742 -0.0045 -0.0965 0.0093
H -1.285593 4.460716 -0.144245 0.1050 0.0710 -0.1867
H 1.788028 -1.285420 0.428323 -0.1463 -0.1119 0.0486
H 0.546646 -0.487469 1.393164 0.0924 -0.3271 0.0494
H -0.469490 -2.604137 1.117192 0.0551 -0.0351 -0.1015
H -1.170969 -1.769935 -0.274245 0.2514 -0.0030 0.1171
H 0.215101 -2.858773 -0.491400 -0.1109 0.0665 -0.0227



3.
25
Properties=species:S:1:pos:R:3:forces:R:3 method="wB97M-V/def2-TZVPD" relative_energy_ev=3.336 charge=+1 lumo_ev=-4.4
C 0.543958 -1.489970 -3.101118 0.2565 -2.0480 -1.6930
C 0.336314 -0.398564 -2.417290 -1.0457 -1.8184 -1.0742
C 1.586248 0.237152 0.562366 1.0844 2.4867 -0.5404
C 0.088461 -0.004262 2.506998 2.1479 -2.1233 -0.8754
C -0.385478 1.709252 0.821394 1.0709 -1.5159 -0.3573
C -0.602506 -0.793288 0.335490 -2.6790 0.1794 -1.3785
C 0.163528 0.267269 0.958231 -0.1935 0.5585 1.9065
N -0.841818 -0.295605 -1.707889 -3.7689 2.9659 3.5462
S -2.307023 -0.932748 0.774984 0.8380 -3.6974 -1.6961
H 1.466920 -1.668083 -3.669647 -0.4662 0.1599 0.4130
H -0.257691 -2.273387 -3.216245 0.9682 0.9169 0.2497
H 1.024787 0.366172 -2.298890 0.9841 1.3899 0.0483
H 2.050868 1.143133 1.050689 -0.2566 -0.6837 -0.8887
H 2.144755 -0.546361 0.986666 0.5397 -1.4901 0.0744
H 1.661217 0.314563 -0.539392 0.5496 -0.1023 0.9274
H -0.860439 0.113336 2.906769 -1.7510 0.4237 0.7388
H 0.499929 -1.004096 2.873040 -0.4884 1.2014 -0.7931
H 0.758357 0.758548 2.797319 0.6210 0.6904 1.2216
H -0.143561 2.020921 -0.186072 -0.1413 0.8073 0.0029
H -0.035323 2.339862 1.626840 0.7589 0.2456 -0.2836
H -1.400342 1.658158 1.026591 -2.1769 0.3908 -0.2567
H -0.128577 -1.710192 0.022969 0.1105 -0.2415 0.1848
H -1.154335 0.708513 -1.525444 0.9324 -1.4700 -0.3447
H -1.816963 -0.712907 -1.875788 2.4521 -0.2269 -0.5400
H -2.391287 0.192584 1.287427 -0.3466 3.0013 1.4079



4.
133
Properties=species:S:1:pos:R:3:forces:R:3 method="wB97M-V/def2-TZVPD" smiles=COC[C@H](C)N.COC[C@H](C)N.COC[C@H](C)N.COC[C@H](C)N.COC[C@H](C)N.CC(C)O.CC(C)O.CC(C)O.CC(C)O relative_energy_ev=1.976 charge=0 lumo_ev=0.4
C -2.371314 6.072312 5.901785 -0.7977 1.3368 0.3089
O -1.631447 5.933841 4.729509 -0.0390 0.8524 -0.0229
C -0.569442 5.063528 4.894944 0.2427 -0.5722 -1.0759
C -0.042860 4.713474 3.476503 0.9244 -0.4245 1.0449
C -1.151635 4.061252 2.685631 -0.1152 -0.7845 -0.4729
N 1.116857 3.821750 3.726693 0.2007 0.5336 0.8097
H -3.336992 6.484109 5.552798 0.3984 0.0498 0.6373
H -1.924190 6.720395 6.742528 -0.3388 -0.7654 -1.3688
H -2.546370 5.087456 6.277327 -0.3208 -0.7190 0.7196
H 0.203945 5.539040 5.498222 0.3639 -0.0588 0.1515
H -0.926268 4.149463 5.402776 0.3214 0.0308 -0.1353
H 0.303345 5.648638 3.025205 -0.2853 0.0654 -0.1897
H -1.530112 3.173926 3.204191 0.1415 0.0743 0.1833
H -0.953558 3.685482 1.648123 0.2841 0.7784 0.8703
H -1.953726 4.781762 2.689468 -0.4399 0.1275 -0.4299
H 1.754370 4.314360 4.377680 -0.4813 -0.4142 -0.4105
H 1.684205 3.685048 2.909035 -0.0258 -0.1215 -0.5682
C -0.119981 4.029950 -1.806009 0.3688 0.5847 0.6366
O -1.374017 3.521563 -2.149605 0.3256 -0.4583 -0.7604
C -2.245056 3.480998 -1.056985 0.5652 0.9203 -0.0671
C -3.448623 2.637833 -1.355131 -0.1045 -0.4075 2.6180
C -4.378820 3.145137 -2.400148 -2.2614 -0.2959 -0.3610
N -4.050744 2.666473 0.060673 -1.2517 -0.7058 -1.5637
H 0.263531 3.525307 -0.916794 0.0492 -0.1296 0.1796
H -0.204524 5.105098 -1.552244 0.1849 -0.2731 -0.2510
H 0.617660 3.865312 -2.590944 -0.3407 0.1264 -0.2426
H -1.742406 3.123099 -0.159477 0.1605 -0.5677 -0.0874
H -2.499769 4.525118 -0.764198 -0.3908 -0.2867 -0.3236
H -3.152606 1.569035 -1.530638 -0.2160 1.0937 -0.0528
H -5.274966 2.449952 -2.488304 1.3774 0.2068 -0.4748
H -3.911570 3.379759 -3.356224 -0.0928 -0.3988 -0.0041
H -4.961012 4.015397 -2.082593 0.6779 0.5235 0.2899
H -4.400067 3.619460 0.178875 0.0389 -0.1502 0.1188
H -4.912754 2.092174 -0.003192 0.5958 0.4123 0.3221
C 2.104499 -0.708990 -0.881188 0.4804 0.3383 0.3359
O 0.871878 -0.284560 -0.366875 -0.9135 -0.3051 -0.4759
C -0.230677 -1.153923 -0.804210 2.5467 -0.1121 -0.7456
C -1.488218 -0.374051 -0.847973 -0.9756 0.9913 -1.0060
C -1.876167 0.125629 0.507099 -0.0358 0.4563 0.7462
N -2.476341 -1.247653 -1.471353 -0.0191 -0.4238 0.2071
H 2.407351 -1.625412 -0.408917 0.1694 -0.8806 0.2549
H 2.870659 0.023338 -0.570689 -0.3704 -0.0578 -0.4574
H 2.122047 -0.894025 -1.969920 -0.1624 0.3961 0.2065
H 0.060042 -1.466731 -1.856905 -0.6053 -0.1050 1.1930
H -0.294511 -2.025910 -0.091557 -0.0134 0.6739 -0.7915
H -1.468888 0.532548 -1.494272 0.9274 -0.6655 0.1139
H -0.954693 0.561055 0.945131 -0.6228 -0.2720 0.2411
H -2.280372 -0.711697 1.127177 0.3837 0.6807 -0.1762
H -2.615801 0.939516 0.399845 0.1987 -0.5723 0.4692
H -3.246512 -0.749151 -1.880445 -0.1525 0.4347 -0.2782
H -2.877689 -1.736888 -0.695179 -0.4759 -0.7890 0.2152
C 3.277281 -0.605169 2.443637 0.5982 0.4705 -0.8276
O 2.724620 -1.114538 3.615744 0.1207 -0.7526 -0.6810
C 2.107949 -0.085170 4.295057 -1.2115 0.9731 0.5638
C 3.033716 0.690948 5.199090 0.4630 1.1337 -0.2535
C 3.867082 -0.217657 6.097315 -1.1965 -0.3156 0.4854
N 2.161195 1.613390 5.898231 -0.0115 0.5083 1.3332
H 3.988398 0.205857 2.633839 0.1846 -0.1008 0.1344
H 2.512681 -0.167959 1.808689 -0.3938 -0.0264 -0.2105
H 3.789926 -1.372604 1.871378 0.0266 -0.3004 0.1649
H 1.546783 0.628858 3.606383 0.6336 -0.7923 0.5908
H 1.381600 -0.490832 4.987542 -0.4167 -0.4280 -0.0480
H 3.766493 1.246827 4.592363 0.0326 -0.0615 -0.1786
H 4.236145 -0.988394 5.418588 0.2773 -0.1168 0.3638
H 3.208238 -0.704594 6.888381 0.8923 0.5976 -0.8543
H 4.704417 0.330682 6.547920 -0.2652 -0.2342 0.0371
H 1.537017 2.184562 5.301294 0.9402 -0.2898 0.5386
H 2.632596 2.115295 6.678371 -0.7329 -0.3285 -1.2063
C -8.396830 -5.308029 -2.166901 1.2121 1.4021 1.2140
O -7.977047 -4.373787 -1.123333 -0.5647 -0.0756 -1.3921
C -7.122161 -4.938991 -0.203305 2.2041 -1.8554 -1.2359
C -6.265241 -3.939713 0.484765 0.1068 1.7079 2.6020
C -5.681729 -3.016152 -0.560822 -0.4058 0.5021 -0.2735
N -5.204376 -4.536829 1.376971 0.4131 -0.2288 -1.3884
H -9.295396 -5.756743 -1.853993 -1.4173 -0.5493 0.1968
H -7.669146 -6.114660 -2.278743 0.2136 0.2943 -0.3410
H -8.529440 -4.674641 -3.034694 -0.0349 -0.3453 -0.3624
H -7.639241 -5.656620 0.372423 -0.6069 -0.5791 1.4828
H -6.333573 -5.557663 -0.718655 -0.5428 0.0609 -0.1602
H -6.922708 -3.388902 1.223369 0.6343 -0.0984 -0.8803
H -4.961450 -3.519884 -1.190404 -0.0369 -0.6350 -0.4411
H -5.085396 -2.210065 -0.166817 -0.1149 0.5199 0.6306
H -6.496916 -2.612854 -1.173212 0.4153 0.0450 -0.0050
H -4.720587 -3.784154 1.889385 -0.6065 -0.3416 -0.3204
H -4.450599 -4.906173 0.749929 -0.8366 0.1997 0.6797
C 4.411247 -2.527283 -4.379756 -2.3404 0.8797 1.3229
C 3.528057 -3.724769 -4.584487 1.1700 0.0140 -0.1415
C 2.540218 -3.900020 -3.469973 -0.5735 -0.3110 0.0152
O 2.879890 -3.608591 -5.834552 -0.6220 0.1999 -0.8082
H 5.120014 -2.447162 -5.135629 1.3754 0.3724 -1.3249
H 4.865300 -2.550103 -3.408933 0.5531 -0.0879 0.4906
H 3.710981 -1.650381 -4.364917 0.7848 -0.4269 -0.2479
H 4.135691 -4.623585 -4.674226 0.3128 -0.2722 0.4528
H 1.749742 -3.158491 -3.481082 -0.1284 0.3361 -0.2474
H 2.950894 -3.882111 -2.453581 0.3375 -0.1027 -0.3988
H 2.079741 -4.857805 -3.645815 -0.4626 -0.4282 0.2854
H 3.544885 -3.456183 -6.532716 -0.4431 -0.1380 0.6307
C -0.463517 2.381271 -5.519037 -2.2270 -0.6589 0.7907
C -1.253763 1.089958 -5.035995 0.0503 1.5911 0.1697
C -0.425885 -0.082899 -4.471265 -0.1898 1.4185 -0.9233
O -2.184609 1.554503 -4.046133 -0.2334 -0.5339 -0.0011
H -1.251540 3.179241 -5.618116 0.9391 -0.7004 -0.0751
H 0.069178 2.251077 -6.418413 0.4292 -0.2882 -1.3529
H 0.263467 2.696808 -4.807826 0.4796 0.2462 0.9438
H -1.918141 0.826877 -5.859894 0.1991 -0.4527 -0.0364
H -1.073330 -0.659173 -3.813445 0.2507 -0.2399 -0.0607
H 0.402535 0.396189 -3.956313 0.1504 -0.2699 0.5911
H 0.018040 -0.650733 -5.284738 -0.1104 -0.3768 0.0215
H -1.726965 1.957443 -3.296317 0.2887 0.2193 -0.1777
C 6.687602 2.001002 -1.017042 0.2268 0.1959 -1.0903
C 8.041887 1.708205 -0.412810 0.6956 -1.2300 -0.3137
C 9.174895 2.338659 -1.213130 0.4854 0.9887 1.6622
O 8.015738 2.172913 0.937011 0.2831 -0.2777 0.1480
H 6.699173 2.032214 -2.127228 0.1163 -0.2555 0.6173
H 6.385757 2.983084 -0.705752 -0.0105 0.6983 0.2197
H 5.897312 1.354216 -0.696012 -0.2883 -0.6635 0.2523
H 8.309546 0.619125 -0.377342 -0.7694 0.5405 -0.1819
H 9.091099 3.423567 -1.111104 -0.1579 0.0827 -0.4361
H 9.204927 2.030673 -2.229480 -0.1734 -0.2070 -0.9105
H 10.159126 2.131610 -0.766168 -0.3020 -0.2824 -0.0347
H 8.515784 1.523419 1.448161 -0.1250 0.4006 0.0720
C -1.101327 -5.000180 0.981689 0.2874 0.9178 -0.0808
C 0.402199 -4.824485 1.294519 -0.0475 -0.3753 0.4699
C 1.346913 -4.943977 0.071087 -1.9510 0.7884 0.4957
O 0.418615 -3.485446 1.784646 0.1710 0.3610 0.2287
H -1.382451 -4.123934 0.368250 0.0915 -0.4511 -0.0378
H -1.710920 -4.896002 1.884782 0.3090 -0.2038 0.0612
H -1.391690 -5.901411 0.465546 0.1764 -0.3946 -0.1774
H 0.718616 -5.531012 2.116586 -0.2524 0.5329 -0.7654
H 2.337135 -4.636767 0.341388 0.6501 0.0175 0.1050
H 0.935382 -4.242241 -0.673877 0.3462 -0.2567 0.0408
H 1.317122 -5.938361 -0.326600 0.2116 -0.5899 -0.2720
H 1.275437 -3.213187 2.137007 -0.0155 -0.2570 -0.0284